DFT (ωB97M-V with the def2-TZVPD basis set) results for C35H28AuN7O5P as an isolated structure in a non-equilibrium geometry.

Structure (XYZ):
```
77
Properties=species:S:1:pos:R:3:mulliken_charge:R:1
Au 1.13449 -0.49680 0.82867 1.291
P -0.00571 -2.21245 -0.09670 1.068
O 6.38586 2.51461 3.62383 -0.599
O 5.31684 0.51288 -0.13583 -0.881
O 3.26651 -0.36845 -0.34591 -0.377
O 6.74869 1.69737 1.58667 -0.547
O 3.48892 -2.31244 1.89467 -0.211
N 2.58283 1.01047 3.38421 -0.399
N -0.12177 3.34762 -1.26089 0.214
N -1.90626 4.92302 -1.47870 0.653
N -2.95324 6.76223 -1.08836 -0.516
N -1.99890 6.25145 -1.75840 -0.700
N 0.54563 1.63065 -0.07524 0.294
N 2.60141 0.49854 2.14268 -0.030
C 1.16145 2.77395 0.40337 -0.707
C -3.88014 -1.53612 0.85795 -0.790
C -0.56794 -4.77571 1.04339 -0.591
C 3.82149 0.72722 1.65983 -0.093
C 2.46854 -2.70891 1.61075 0.842
C -2.49404 -2.46824 -1.37033 -0.152
C -2.50008 -1.63537 0.89620 -0.627
C 1.73285 -3.34083 -4.17609 -0.603
C 4.59924 1.39434 2.62599 0.477
C 1.03472 -5.97355 2.41500 -0.668
C 0.30458 -3.71414 0.90660 0.147
C -3.52761 5.76453 -0.32327 0.069
C 0.75390 3.84344 -0.31648 -0.786
C 0.65510 -2.66955 -1.70979 0.787
C -0.20546 -5.89264 1.79670 -0.735
C 0.45668 -3.94991 -2.23658 -0.367
C 4.17441 0.25292 0.25951 0.471
C -4.56916 -1.89746 -0.29465 -0.489
C 6.00500 1.92157 2.64656 0.488
C 0.98989 -4.28114 -3.46924 -0.763
C -4.25490 3.46311 0.97769 -0.719
C 1.93989 -2.07488 -3.65291 -1.054
C 1.91784 -4.91287 2.30589 -0.948
C 1.40620 -1.73440 -2.41743 -0.243
C -4.94921 4.66819 1.21752 -0.615
C 1.52276 -3.79048 1.57161 0.071
C -4.59473 5.83062 0.57659 -0.727
C -1.05070 1.11046 -1.92751 -0.224
C -3.20293 3.38362 0.09327 -0.370
C -2.85688 4.57046 -0.56559 1.410
C -1.80290 -2.11245 -0.21547 0.276
C 3.76344 1.55668 3.70844 -0.463
C -0.22569 2.00729 -1.07095 0.382
C -0.90161 4.15823 -2.17007 -1.053
C -3.87843 -2.35782 -1.40552 -0.872
H -4.55733 2.57139 1.51164 0.459
H 1.30825 -6.84545 2.99172 0.445
H 2.16296 -3.60560 -5.13294 0.422
H 6.22209 1.23105 0.86732 0.441
H -2.67805 2.45099 -0.05874 0.273
H 3.95641 2.02216 4.66040 0.535
H 1.61225 -0.76034 -1.99055 0.438
H -0.26241 4.88745 -2.66310 0.430
H -4.41940 -1.16805 1.72055 0.481
H 0.99530 4.89043 -0.25583 0.469
H -0.90439 -6.71269 1.89733 0.453
H -2.04761 1.51289 -2.10738 0.598
H -5.10940 6.76504 0.75261 0.431
H -0.11765 -4.68769 -1.68943 0.428
H 1.74531 0.96086 3.93893 0.158
H -0.57282 0.93889 -2.89407 0.409
H -5.64703 -1.81018 -0.32780 0.420
H 1.86489 2.74189 1.21614 0.419
H -1.95806 -2.81596 -2.24411 0.497
H -1.34120 3.50909 -2.92550 0.435
H -1.53544 -4.73663 0.55806 0.527
H -1.16492 0.15063 -1.42767 -0.897
H 0.83420 -5.27051 -3.87762 0.438
H -4.41546 -2.63244 -2.30350 0.450
H 2.54171 -1.35461 -4.19016 0.466
H 2.88235 -4.93201 2.79655 0.530
H -1.95581 -1.33093 1.78353 0.443
H -5.76959 4.67146 1.92197 0.381
```

Values from the calculation:
**Calculated total energy**: -70393.0358 eV
**HOMO**: -11.22 eV
**Charge**: +1
**Max |F|**: 1.10 eV Å⁻¹
**Relative energy (zero: lowest compared OMol25 entry of this formula, charge and spin)**: 21.8 kcal per mole